(1)
This record from OMol25 describes 3 unconnected molecules or ions with the total composition C18H24BF2O3 in a non-equilibrium geometry. The level of theory is wB97M-V/def2-TZVPD.

## Properties
LUMO, eV: 2.490
Net charge: -1

The geometry in XYZ format:
```
48
Properties=species:S:1:pos:R:3:nbo_charge:R:1
O 2.256 1.610 1.149 -0.73
C 2.122 1.827 -0.249 -0.05
C 2.586 0.619 -1.139 -0.44
C 1.362 -0.163 -1.726 -0.40
C 1.048 -1.538 -1.044 -0.43
C 1.616 -1.701 0.376 0.05
C 3.030 -2.423 0.502 -0.08
O 3.217 -2.308 1.899 -0.75
B 1.836 -2.612 2.420 0.42
O 0.885 -2.552 1.269 -0.74
H 3.165 1.401 1.353 0.47
H 2.783 2.690 -0.504 0.14
H 1.083 2.112 -0.472 0.18
H 3.098 1.091 -2.007 0.19
H 3.340 -0.014 -0.647 0.23
H 1.582 -0.330 -2.803 0.19
H 0.453 0.470 -1.703 0.21
H 1.310 -2.374 -1.722 0.19
H -0.060 -1.601 -0.945 0.20
H 1.764 -0.788 0.990 0.19
H 3.818 -1.939 -0.118 0.13
H 2.998 -3.494 0.195 0.15
H 1.606 -1.748 3.256 -0.16
H 1.812 -3.624 3.088 -0.14
F -2.925 -1.431 3.329 -0.33
C -2.089 -0.457 3.744 0.39
C -2.431 0.294 4.856 -0.31
C -1.570 1.295 5.288 -0.21
C -0.386 1.537 4.599 -0.24
C -0.059 0.776 3.482 -0.17
C -0.912 -0.232 3.053 -0.27
H -3.361 0.095 5.374 0.21
H -1.821 1.885 6.160 0.20
H 0.283 2.320 4.935 0.20
H 0.859 0.965 2.943 0.25
H -0.666 -0.843 2.190 0.27
F -0.539 1.586 -2.980 -0.32
C -1.668 1.261 -3.630 0.40
C -2.574 0.410 -3.023 -0.28
C -3.743 0.077 -3.693 -0.19
C -3.988 0.589 -4.962 -0.24
C -3.066 1.439 -5.561 -0.20
C -1.900 1.783 -4.890 -0.29
H -2.362 0.015 -2.037 0.24
H -4.463 -0.582 -3.225 0.22
H -4.899 0.324 -5.484 0.21
H -3.255 1.834 -6.551 0.21
H -1.174 2.450 -5.336 0.22
```

***

(2)
This record from OMol25 describes 2 unconnected molecules or ions with the total composition C3H9NO in a non-equilibrium geometry. The level of theory is wB97M-V/def2-TZVPD.

## Properties
LUMO, eV: 1.047
Net charge: 0
Energy relative to the best compared isomer or geometry (same formula, charge and spin), eV: 2.227
SMILES: C=C.NCO

The geometry in XYZ format:
```
14
Properties=species:S:1:pos:R:3:nbo_charge:R:1
C -0.322 2.010 0.524 -0.40
C -1.529 1.903 1.061 -0.37
H 0.388 2.805 0.704 0.20
H 0.045 1.216 -0.116 0.18
H -2.126 2.776 1.302 0.19
H -2.044 0.964 1.183 0.20
N -0.204 -1.894 -0.593 -0.85
C 1.103 -1.306 -0.847 0.10
O 1.580 -0.599 0.255 -0.72
H -0.118 -2.627 0.103 0.36
H -0.496 -2.340 -1.457 0.36
H 1.037 -0.664 -1.737 0.14
H 1.849 -2.078 -1.076 0.14
H 0.837 -0.164 0.694 0.48
```

***

(3)
This record from OMol25 describes 5 unconnected molecules or ions with the total composition C41H61F12NO12Si in a non-equilibrium geometry. The level of theory is wB97M-V/def2-TZVPD.

## Properties
LUMO, eV: -1.124
Net charge: 0
SMILES: C[Si](C)(C)OCCC1=C(CCCCCCCCCCCCn2cccc2)C(=O)OC1=O.CCOC(=O)C(F)(F)F.CCOC(=O)C(F)(F)F.CCOC(=O)C(F)(F)F.CCOC(=O)C(F)(F)F

The geometry in XYZ format:
```
128
Properties=species:S:1:pos:R:3:mulliken_charge:R:1
C 4.475 -1.434 0.454 -0.52
Si 4.447 -0.554 -1.259 0.51
C 6.272 -0.042 -1.770 -0.76
C 3.738 -1.773 -2.577 -0.93
O 3.503 0.928 -1.321 -0.21
C 2.161 0.764 -0.741 0.15
C 1.757 2.221 -0.041 -0.71
C 1.649 3.450 -1.122 0.24
C 0.579 3.852 -2.082 0.03
C -0.856 3.037 -2.295 0.83
C -1.347 3.126 -3.886 -0.82
C -1.285 1.622 -4.613 -0.59
C -2.625 0.797 -4.142 -0.26
C -2.263 -0.554 -3.225 -0.32
C -3.131 -0.395 -1.843 -0.49
C -3.451 -1.838 -1.079 0.24
C -2.160 -2.485 -0.310 -0.28
C -2.417 -2.951 1.238 -0.41
C -3.905 -3.552 1.558 -0.60
C -4.639 -2.635 2.747 -0.46
C -5.558 -1.414 2.157 -0.42
N -4.769 -0.131 1.936 0.34
C -5.138 1.074 1.052 -0.43
C -3.987 2.243 1.055 -0.45
C -2.790 1.737 2.053 -0.71
C -3.416 0.297 2.525 -0.06
C 1.150 5.207 -2.816 0.16
O 0.668 5.964 -3.807 -0.55
O 2.431 5.676 -2.209 -0.26
C 2.838 4.559 -1.333 0.27
O 4.074 4.467 -0.803 -0.54
H 3.750 -0.975 1.258 0.30
H 4.130 -2.557 0.269 0.31
H 5.565 -1.430 0.883 -0.12
H 6.612 -0.761 -2.634 0.33
H 6.229 1.086 -2.142 0.18
H 6.918 -0.124 -0.796 0.09
H 2.676 -2.130 -2.230 0.24
H 3.630 -1.189 -3.599 0.23
H 4.452 -2.718 -2.673 0.30
H 1.384 0.581 -1.617 -0.10
H 2.083 -0.038 0.112 0.28
H 0.762 2.141 0.610 0.15
H 2.630 2.503 0.707 0.37
H -1.684 3.380 -1.536 0.16
H -0.613 1.888 -2.111 -0.31
H -2.441 3.595 -3.938 0.30
H -0.642 3.808 -4.540 0.36
H -0.268 1.099 -4.342 0.27
H -1.313 1.801 -5.781 0.35
H -3.346 0.537 -5.046 0.05
H -3.255 1.539 -3.454 0.26
H -1.096 -0.624 -3.053 0.20
H -2.566 -1.468 -3.890 0.45
H -4.204 0.012 -2.173 0.12
H -2.571 0.328 -1.112 0.00
H -3.731 -2.589 -1.964 0.24
H -4.392 -1.644 -0.414 -0.37
H -1.331 -1.627 -0.266 -0.12
H -1.635 -3.377 -0.904 0.29
H -1.648 -3.841 1.447 0.38
H -2.070 -2.084 1.980 0.11
H -3.761 -4.623 2.064 0.35
H -4.589 -3.729 0.626 0.32
H -5.393 -3.389 3.281 0.25
H -3.885 -2.302 3.591 0.22
H -6.433 -1.137 2.910 0.23
H -6.085 -1.685 1.129 0.31
H -6.128 1.173 0.436 0.30
H -3.948 3.275 0.494 0.29
H -1.764 2.222 2.363 0.34
H -2.819 -0.409 3.276 0.24
C -8.462 1.439 -7.937 -1.10
C -7.443 1.901 -6.912 -0.20
O -7.290 0.919 -5.875 -0.29
C -6.460 -0.136 -6.160 0.37
O -5.872 -0.274 -7.230 -0.52
C -6.350 -1.072 -4.957 0.84
F -7.558 -1.337 -4.381 -0.26
F -5.565 -0.549 -3.972 -0.24
F -5.809 -2.283 -5.272 -0.25
H -9.411 1.191 -7.450 0.30
H -8.641 2.218 -8.683 0.37
H -8.123 0.536 -8.453 0.31
H -7.797 2.818 -6.431 0.32
H -6.477 2.133 -7.376 0.30
C -10.687 -2.843 6.282 -1.08
C -9.967 -1.818 7.139 -0.19
O -8.583 -2.171 7.290 -0.32
C -7.755 -1.821 6.253 0.36
O -8.137 -1.249 5.236 -0.52
C -6.310 -2.209 6.567 0.86
F -6.200 -3.465 7.087 -0.26
F -5.743 -1.369 7.479 -0.27
F -5.502 -2.182 5.470 -0.18
H -10.553 -3.850 6.691 0.30
H -11.757 -2.622 6.231 0.36
H -10.289 -2.857 5.263 0.30
H -10.404 -1.809 8.142 0.31
H -10.072 -0.805 6.733 0.30
C 8.883 0.996 5.229 -0.92
C 8.348 -0.286 5.839 -0.24
O 7.779 -1.129 4.825 -0.34
C 8.666 -1.892 4.106 0.50
O 9.881 -1.876 4.284 -0.53
C 7.924 -2.773 3.101 0.76
F 6.954 -2.097 2.422 -0.27
F 7.303 -3.825 3.706 -0.26
F 8.746 -3.308 2.155 -0.23
H 8.101 1.502 4.652 0.29
H 9.243 1.674 6.007 0.41
H 9.706 0.792 4.538 0.14
H 7.544 -0.049 6.543 0.33
H 9.122 -0.820 6.403 0.31
C 10.006 2.412 -2.059 -1.09
C 11.075 2.750 -1.037 -0.22
O 10.880 1.991 0.166 -0.30
C 11.359 0.705 0.154 0.19
O 11.920 0.194 -0.811 -0.53
C 11.131 0.034 1.508 1.06
F 9.878 0.252 2.001 -0.24
F 11.997 0.491 2.457 -0.28
F 11.291 -1.318 1.466 -0.24
H 9.007 2.552 -1.633 0.27
H 10.103 3.045 -2.945 0.41
H 10.074 1.366 -2.373 0.31
H 10.997 3.807 -0.763 0.33
H 12.083 2.595 -1.439 0.32
```

***

(4)
This record from OMol25 describes a molecular structure, HN3O4 in a non-equilibrium geometry. The level of theory is wB97M-V/def2-TZVPD.

## Properties
LUMO (spin up / spin down), eV: -1.219 / -1.219
Net charge: 0
Energy relative to the best compared isomer or geometry (same formula, charge and spin), eV: 2.980

The geometry in XYZ format:
```
8
Properties=species:S:1:pos:R:3:nbo_charge:R:1
N -0.495 -0.535 -0.523 -0.52
N 0.520 -0.220 -1.384 0.60
N -1.519 1.012 -0.617 0.75
O 0.210 0.714 -2.133 -0.43
O 1.595 -0.834 -1.252 -0.39
O -2.490 0.748 -1.113 -0.19
O -1.019 1.792 0.030 -0.22
H -0.013 -0.908 0.374 0.39
```

***

(5)
This record from OMol25 describes 4 unconnected molecules or ions with the total composition C12H33NO7 in a non-equilibrium geometry. The level of theory is wB97M-V/def2-TZVPD.

## Properties
LUMO, eV: 0.460
Net charge: 0
Energy relative to the best compared isomer or geometry (same formula, charge and spin), eV: 8.434

The geometry in XYZ format:
```
53
Properties=species:S:1:pos:R:3:nbo_charge:R:1
N -0.303 -0.384 0.359 -0.91
H 0.275 0.070 -0.216 0.41
H -0.712 -1.186 -0.159 0.46
H -0.987 0.417 0.520 0.46
H -0.016 -1.036 1.141 0.50
O -1.215 -2.317 2.488 -1.33
H -1.337 -1.753 3.197 0.40
C -3.730 0.368 1.782 -0.23
O -3.310 0.391 0.494 -0.55
C -3.835 -0.689 -0.309 -0.08
C -3.308 -0.508 -1.746 -0.05
O -2.062 -0.654 -1.883 -0.53
C -1.701 -1.215 -3.061 -0.07
C -0.200 -1.091 -3.392 -0.07
O 0.474 -1.577 -2.172 -0.56
C 1.900 -1.411 -2.442 -0.25
H -4.900 0.221 1.873 0.14
H -3.466 1.133 2.402 0.18
H -3.305 -0.450 2.167 0.20
H -4.824 -0.824 -0.581 0.18
H -3.363 -1.504 -0.001 0.19
H -3.476 0.321 -2.324 0.16
H -3.764 -1.174 -2.467 0.15
H -2.177 -0.956 -3.983 0.16
H -1.646 -2.098 -3.087 0.15
H -0.098 -0.006 -3.575 0.18
H 0.100 -1.793 -4.307 0.19
H 2.104 -0.524 -3.038 0.17
H 2.386 -2.191 -3.088 0.17
H 2.455 -1.414 -1.629 0.18
C -0.045 2.918 1.388 -0.29
O -0.086 2.508 -0.010 -0.56
C 1.126 2.812 -0.709 -0.06
C 2.378 2.401 -0.015 -0.07
O 2.285 1.260 0.463 -0.55
C 3.473 0.677 1.051 -0.08
C 3.134 -0.730 1.537 -0.09
O 2.203 -0.584 2.562 -0.54
C 1.886 -1.834 3.139 -0.26
H 0.265 3.860 1.635 0.18
H 0.472 2.197 2.070 0.20
H -1.186 2.922 1.590 0.20
H 1.188 3.968 -0.908 0.16
H 0.968 2.387 -1.596 0.17
H 2.441 3.075 0.825 0.15
H 3.145 2.525 -0.863 0.15
H 3.693 1.380 1.928 0.19
H 4.274 0.765 0.257 0.18
H 4.004 -1.221 1.955 0.18
H 2.858 -1.266 0.569 0.16
H 2.737 -1.920 3.711 0.15
H 1.656 -2.731 2.543 0.21
H 1.186 -1.542 3.894 0.21
```

***

(6)
This record from OMol25 describes 22 unconnected molecules or ions with the total composition C34H25BCl84N2O10S in a non-equilibrium geometry. The level of theory is wB97M-V/def2-TZVPD.

## Properties
LUMO, eV: -0.105
Net charge: 0

The geometry in XYZ format:
```
157
Properties=species:S:1:pos:R:3:mulliken_charge:R:1
N -1.408 3.595 -1.694 -0.61
C -2.296 2.736 -0.852 -0.87
C -1.550 2.238 0.413 0.35
O -2.230 2.841 1.546 -0.20
C -1.638 0.708 0.626 -2.15
C -0.406 -0.101 0.073 2.20
C 0.450 -0.420 1.343 -1.06
C 1.350 0.687 1.852 -1.34
O 0.582 1.691 2.580 0.07
C 1.293 2.852 2.602 -0.45
O 0.824 3.883 2.355 -0.37
C 0.390 0.647 -0.998 -1.17
C 1.524 -0.294 -1.502 -1.03
C 1.090 -1.352 -2.595 1.12
C 1.962 -1.022 -3.829 -1.54
C 1.628 0.378 -4.417 0.22
C 2.315 0.453 -5.788 0.11
N 1.616 -0.146 -6.857 -0.37
O 3.346 0.991 -5.976 -0.59
O 1.389 -2.610 -2.028 -0.42
B 1.200 -3.722 -2.841 1.06
O 2.260 -4.605 -2.982 -0.41
O 0.022 -4.045 -3.488 -0.46
O -0.238 -1.182 -3.038 -0.30
S -1.435 -1.540 -1.897 1.08
O -2.367 -0.470 -2.135 -0.62
O -0.770 -1.419 -0.412 -0.18
H -1.653 4.554 -1.472 0.29
H -1.727 3.500 -2.656 0.19
H -3.113 3.391 -0.519 0.59
H -2.767 1.936 -1.431 0.10
H -0.542 2.642 0.477 0.14
H -3.064 2.361 1.599 0.35
H -2.588 0.353 0.208 0.95
H -1.713 0.559 1.708 0.32
H 1.108 -1.261 1.084 0.68
H -0.189 -0.801 2.136 -0.44
H 2.016 0.231 2.606 0.60
H 2.030 1.115 1.107 0.40
H 2.376 2.827 2.862 0.74
H 0.888 1.541 -0.615 0.97
H -0.240 1.029 -1.808 0.42
H 2.015 -0.843 -0.693 -0.48
H 2.310 0.364 -1.888 0.33
H 3.026 -1.133 -3.603 0.45
H 1.753 -1.714 -4.666 0.66
H 2.106 1.150 -3.813 0.39
H 0.558 0.515 -4.567 -0.10
H 0.680 -0.332 -6.502 0.20
H 1.500 0.522 -7.613 0.18
H 2.626 -4.696 -2.086 0.04
H 0.110 -3.962 -4.445 0.17
C -2.902 -2.284 3.774 -0.04
Cl -2.505 -3.660 4.806 0.01
Cl -1.884 -2.302 2.327 0.23
Cl -4.582 -2.405 3.240 -0.12
Cl -2.639 -0.778 4.660 0.06
C -3.328 3.075 5.502 0.17
Cl -4.442 3.018 4.118 -0.14
Cl -4.011 2.136 6.839 -0.08
Cl -1.774 2.389 5.029 0.03
Cl -3.095 4.750 6.017 -0.04
C -1.882 1.935 -7.843 0.11
Cl -2.291 0.537 -8.838 -0.03
Cl -1.631 1.378 -6.183 0.06
Cl -0.395 2.684 -8.446 -0.03
Cl -3.197 3.114 -7.887 -0.10
C -3.339 -8.058 5.222 0.28
Cl -4.200 -9.589 5.017 -0.10
Cl -1.612 -8.307 4.928 -0.11
Cl -3.962 -6.872 4.071 0.01
Cl -3.576 -7.463 6.872 -0.10
C -3.040 -3.285 -8.021 0.18
Cl -2.913 -2.076 -6.737 0.02
Cl -2.833 -2.509 -9.608 -0.13
Cl -1.782 -4.506 -7.794 0.03
Cl -4.630 -4.053 -7.951 -0.09
C -4.868 7.808 4.021 0.13
Cl -5.085 6.061 3.884 0.01
Cl -5.757 8.389 5.433 0.02
Cl -3.147 8.172 4.215 -0.05
Cl -5.477 8.605 2.562 -0.11
C 5.351 -3.691 -0.598 0.09
Cl 5.218 -4.714 -2.039 -0.05
Cl 5.616 -4.713 0.819 -0.11
Cl 6.710 -2.575 -0.790 0.04
Cl 3.856 -2.771 -0.389 0.02
C 1.264 -2.000 5.489 0.22
Cl 0.507 -2.396 3.934 0.09
Cl 1.449 -0.244 5.612 -0.05
Cl 0.252 -2.576 6.815 -0.09
Cl 2.855 -2.771 5.583 -0.11
C 8.267 -1.305 -4.284 0.20
Cl 8.159 -0.646 -2.643 0.02
Cl 8.410 0.029 -5.434 -0.10
Cl 9.689 -2.349 -4.414 -0.07
Cl 6.811 -2.237 -4.647 -0.03
C 5.676 3.898 1.356 0.21
Cl 3.914 3.907 1.543 -0.01
Cl 6.427 3.454 2.894 -0.12
Cl 6.158 2.744 0.107 -0.02
Cl 6.216 5.512 0.882 -0.10
C 11.010 -4.745 -1.398 0.20
Cl 10.885 -5.752 -2.847 -0.10
Cl 11.279 -5.774 0.015 -0.11
Cl 12.365 -3.620 -1.577 -0.09
Cl 9.512 -3.831 -1.187 0.09
C 1.721 6.438 5.516 0.23
Cl 2.820 7.358 6.555 -0.10
Cl 0.330 7.444 5.092 -0.05
Cl 2.565 5.950 4.044 -0.02
Cl 1.163 4.996 6.379 -0.07
C 2.822 3.344 -11.386 0.30
Cl 1.795 2.657 -12.651 -0.10
Cl 2.481 2.538 -9.849 -0.03
Cl 4.521 3.107 -11.811 -0.10
Cl 2.488 5.073 -11.229 -0.10
C -4.064 -5.775 0.071 -0.05
Cl -2.821 -5.291 -1.091 0.10
Cl -4.351 -4.430 1.186 0.08
Cl -5.559 -6.150 -0.791 -0.09
Cl -3.518 -7.194 0.973 -0.11
C -0.728 -8.088 -3.120 0.24
Cl -2.487 -7.917 -3.152 -0.09
Cl -0.219 -8.607 -1.506 -0.12
Cl -0.226 -9.294 -4.314 -0.13
Cl 0.019 -6.529 -3.499 0.10
C -7.062 8.942 9.099 0.28
Cl -7.282 7.202 8.865 -0.03
Cl -7.895 9.455 10.572 -0.11
Cl -5.338 9.309 9.235 -0.08
Cl -7.732 9.799 7.703 -0.09
C -4.708 5.130 11.115 0.21
Cl -4.363 6.772 11.672 -0.08
Cl -4.746 5.099 9.347 0.04
Cl -3.449 4.032 11.698 -0.12
Cl -6.279 4.613 11.741 -0.02
C -9.395 1.871 12.245 0.34
Cl -9.238 2.681 13.810 -0.10
Cl -9.083 3.033 10.949 -0.06
Cl -8.223 0.551 12.145 -0.09
Cl -11.031 1.223 12.077 -0.10
C -6.239 -2.181 -2.326 0.23
Cl -5.967 -3.762 -3.069 -0.10
Cl -7.077 -2.394 -0.781 -0.11
Cl -4.682 -1.386 -2.050 0.04
Cl -7.229 -1.184 -3.402 -0.12
C 1.498 -6.609 -8.159 0.20
Cl 1.563 -5.223 -9.257 -0.09
Cl 2.996 -7.538 -8.293 -0.11
Cl 1.308 -6.037 -6.493 0.01
Cl 0.124 -7.641 -8.588 -0.09
C 10.446 2.360 -1.065 0.28
Cl 10.572 0.644 -1.463 -0.04
Cl 9.445 2.581 0.376 -0.05
Cl 12.061 3.018 -0.762 -0.10
Cl 9.706 3.216 -2.425 -0.10
```